(1)
Computed, not measured: a 2-piece molecular cluster, C35H35N3O5 overall, with ωB97M-V/def2-TZVPD.

Values from the calculation:
**HOMO**: -6.83 eV
**LUMO energy**: -2.184 eV
**2S+1**: 1
**Kohn-Sham gap**: 4.65 eV

Each line ends with the Mulliken charge.
Element x y z (Å)
C  0.765  -3.699  4.521  -0.97
N  1.044  -2.811  3.416  0.30
C  2.194  -2.899  2.679  0.09
O  3.130  -3.659  2.908  -0.71
C  2.079  -1.873  1.546  -0.13
C  2.181  -2.522  0.170  0.44
C  3.538  -3.124  -0.094  0.75
C  3.646  -4.466  -0.468  -0.42
C  4.904  -5.065  -0.581  -0.60
C  6.065  -4.298  -0.393  -0.42
C  5.954  -2.938  -0.076  -0.88
C  4.691  -2.345  0.046  -0.08
N  0.783  -1.253  1.810  0.45
C  0.332  -0.224  1.065  0.31
C  -0.925  0.342  1.222  0.52
C  -1.401  1.486  0.594  -0.97
C  -2.722  2.009  0.849  0.85
C  -3.138  3.223  0.249  0.08
C  -4.381  3.781  0.479  -1.13
C  -5.228  3.227  1.444  0.66
C  -6.459  3.879  1.781  -0.06
N  -7.443  4.435  2.085  -0.51
C  -4.832  2.051  2.093  -0.97
C  -3.644  1.415  1.755  -0.46
C  0.062  -1.853  2.948  0.20
C  -1.218  -2.594  2.511  -1.55
C  -0.251  -0.836  4.065  -1.62
H  1.610  -4.379  4.649  0.39
H  0.601  -3.126  5.441  0.29
H  -0.147  -4.277  4.328  0.32
H  2.875  -1.116  1.672  0.50
H  1.404  -3.299  0.085  0.36
H  1.948  -1.754  -0.578  -0.90
H  2.730  -5.041  -0.626  0.36
H  4.979  -6.128  -0.824  0.38
H  7.053  -4.761  -0.494  0.37
H  6.850  -2.331  0.077  0.38
H  4.592  -1.285  0.283  0.38
H  1.026  0.158  0.310  0.75
H  -1.592  -0.128  1.940  -0.75
H  -0.693  2.141  0.089  0.91
H  -2.454  3.768  -0.390  0.21
H  -4.678  4.676  -0.074  0.50
H  -5.474  1.635  2.870  0.46
H  -3.427  0.454  2.221  0.33
H  -0.952  -3.418  1.833  0.35
H  -1.719  -2.998  3.402  0.50
H  -1.919  -1.938  1.988  0.36
H  0.692  -0.516  4.533  0.40
H  -0.760  0.053  3.682  0.38
H  -0.896  -1.316  4.816  0.45
C  -1.644  3.067  -4.802  -1.30
C  -2.617  3.085  -3.628  1.57
C  -3.967  3.741  -3.962  -1.77
O  -2.864  1.764  -3.110  -0.35
C  -1.832  1.132  -2.423  -0.39
O  -2.029  -0.004  -2.033  -0.70
C  -0.643  1.925  -2.155  0.18
C  0.687  1.376  -2.157  1.06
C  1.823  2.206  -1.923  -0.65
C  3.113  1.694  -1.983  -1.00
C  3.339  0.358  -2.326  -0.51
C  2.239  -0.481  -2.529  -0.27
C  0.935  0.001  -2.433  -0.14
C  -0.887  3.350  -1.965  0.27
O  -0.276  4.103  -1.221  -0.68
O  -2.028  3.885  -2.571  -0.34
H  -0.706  2.572  -4.509  0.20
H  -2.086  2.532  -5.655  0.41
H  -1.430  4.102  -5.113  0.33
H  -4.636  3.711  -3.095  0.36
H  -3.813  4.791  -4.242  0.37
H  -4.460  3.231  -4.799  0.38
H  1.645  3.256  -1.703  0.48
H  3.946  2.361  -1.773  0.41
H  4.358  -0.034  -2.407  0.45
H  2.388  -1.537  -2.759  0.54
H  0.074  -0.652  -2.582  0.28

***

(2)
Computed, not measured: a 5-piece molecular cluster, C27H27N5O9 overall, with ωB97M-V/def2-TZVPD.

Values from the calculation:
**SMILES string**: O=[N+]([O-])c1ccccc1.O=[N+]([O-])c1ccccc1.O=[N+]([O-])c1ccccc1.O=[N+]([O-])c1ccccc1.CN(C)C=O
**HOMO**: -9.08 eV
**LUMO energy**: -1.497 eV
**2S+1**: 1
**Kohn-Sham gap**: 7.58 eV

Each line ends with the Mulliken charge.
Element x y z (Å)
C  53.249  5.947  7.756  -0.11
C  52.354  5.991  8.919  -0.25
C  52.855  5.249  10.269  -0.45
C  53.930  4.180  10.140  0.10
C  54.806  4.251  8.911  -0.58
C  54.468  5.207  7.783  -0.55
N  54.426  3.350  11.334  0.89
O  53.563  3.328  12.262  -0.53
O  55.427  2.679  11.199  -0.55
H  53.043  6.509  6.877  0.31
H  51.486  6.655  9.014  0.38
H  52.031  5.474  10.970  0.36
H  55.500  3.584  8.858  0.60
H  54.987  5.294  6.885  0.40
C  52.835  18.734  1.587  -0.45
C  51.955  18.312  2.741  -0.49
C  52.221  16.888  3.246  -0.26
C  53.088  15.964  2.373  0.27
C  53.691  16.455  1.130  -0.30
C  53.531  17.903  0.723  -0.73
N  53.239  14.597  2.707  0.89
O  54.211  14.059  2.284  -0.49
O  52.597  14.012  3.657  -0.54
H  52.868  19.638  1.223  0.46
H  51.356  19.041  3.359  0.32
H  51.564  16.605  4.143  0.32
H  54.261  15.779  0.500  0.41
H  53.898  18.170  -0.093  0.62
C  47.589  6.698  9.302  -0.51
C  47.376  6.985  10.780  -0.43
C  47.539  8.424  11.393  -0.54
C  48.126  9.421  10.308  0.25
C  48.335  9.098  8.857  -0.13
C  48.126  7.744  8.374  -0.56
N  48.502  10.703  10.862  0.84
O  49.313  11.404  10.249  -0.54
O  47.835  11.145  11.816  -0.57
H  47.440  5.708  8.904  0.39
H  47.164  6.082  11.360  0.35
H  47.379  8.707  12.397  0.50
H  48.507  9.899  8.136  0.37
H  48.301  7.424  7.440  0.57
C  52.883  9.168  1.688  -0.56
C  53.403  8.491  0.435  -0.49
C  53.659  9.348  -0.827  -0.53
C  53.451  10.933  -0.776  0.05
C  52.975  11.561  0.604  -0.44
C  52.720  10.539  1.664  0.02
N  53.701  11.761  -1.899  0.88
O  54.412  11.278  -2.818  -0.55
O  53.166  12.891  -1.815  -0.55
H  52.683  8.629  2.475  0.70
H  53.778  7.480  0.672  0.31
H  53.939  8.888  -1.747  0.43
H  52.691  12.542  0.794  0.66
H  52.283  11.035  2.573  0.05
C  51.573  10.458  8.023  -0.32
O  51.588  9.336  8.629  -0.57
N  51.528  10.535  6.668  0.17
C  51.655  11.946  5.974  -1.16
C  51.422  9.183  5.881  -0.93
H  51.744  11.261  8.570  0.65
H  51.172  12.604  6.721  0.24
H  51.278  11.950  5.087  0.42
H  52.682  11.930  6.084  0.51
H  50.469  8.608  6.135  0.20
H  52.300  8.697  5.947  0.38
H  51.416  9.428  4.929  0.41

***

(3)
Computed, not measured: a 2-piece molecular cluster, C7H9N overall, with ωB97M-V/def2-TZVPD.

Values from the calculation:
**SMILES string**: c1ccncc1.C=C
**HOMO**: -8.51 eV
**LUMO energy**: 0.491 eV
**2S+1**: 1
**Kohn-Sham gap**: 9.00 eV

Each line ends with the Mulliken charge.
Element x y z (Å)
C  -0.991  1.339  -0.192  -0.36
C  -2.293  0.983  0.080  -0.36
C  -2.741  -0.349  0.128  -0.22
C  -1.700  -1.272  0.049  -0.47
C  -0.354  -0.826  -0.064  0.02
C  3.369  0.304  0.323  -0.68
C  2.374  -0.362  -0.229  -0.47
H  -0.640  2.309  -0.179  0.47
H  -3.035  1.867  0.165  0.23
H  -3.800  -0.638  0.323  0.36
H  -1.854  -2.358  0.030  0.33
H  0.453  -1.548  -0.157  0.15
H  3.049  1.250  0.600  0.28
H  4.381  -0.065  0.224  0.28
H  1.400  0.279  -0.257  0.37
H  2.379  -1.338  -0.521  0.31
N  0.004  0.423  -0.323  -0.25

***

(4)
Computed, not measured: a 2-piece molecular cluster, C4H8O2 overall, with ωB97M-V/def2-TZVPD.

Values from the calculation:
**HOMO**: -9.05 eV
**LUMO energy**: 0.695 eV
**2S+1**: 1
**Kohn-Sham gap**: 9.75 eV

Each line ends with the Mulliken charge.
Element x y z (Å)
O  -2.108  0.533  -0.314  -0.46
C  -1.444  -0.576  0.124  -0.21
C  -0.066  -0.349  0.609  -0.28
C  0.815  -0.206  -0.613  -0.26
C  1.526  0.926  0.262  -0.34
O  0.343  0.949  1.100  -0.44
H  -1.514  1.303  -0.252  0.36
H  -2.129  -1.267  0.595  0.35
H  -0.714  -1.686  -0.956  0.07
H  0.247  -1.177  1.269  0.30
H  0.649  -1.344  -1.062  0.21
H  0.296  0.336  -1.413  0.23
H  1.691  1.922  -0.186  0.24
H  2.408  0.634  0.838  0.23